No. 1
A structure of composition C20H34BBrF10GeInN2O8PS2. Source: the Open Molecules 2025 dataset; level of theory: the ωB97M-V functional and the def2-TZVPD basis.

```
81
Properties=species:S:1:pos:R:3:lowdin_charge:R:1
In -0.6048 -1.4375 -0.1053 0.800
Br -0.1036 -0.9639 3.6192 0.881
Ge 0.8071 -3.5364 -2.3914 0.626
S -4.4735 0.5116 -2.0513 0.592
S -3.7683 -0.8373 0.2364 0.623
P -0.9177 1.9598 0.9533 0.298
F 0.1768 -5.4628 0.9901 0.126
F -5.4351 -1.7425 -3.1101 0.124
F -0.5617 -3.2939 1.3067 -0.015
F -3.2773 -1.6989 -2.9798 0.130
F -5.1047 1.2976 1.1171 0.143
F -0.6154 -4.8102 3.0445 0.122
F -4.2964 -0.5238 -4.4781 0.110
F -5.9743 -0.6033 1.6509 0.112
F 1.4045 -4.0161 2.2865 0.111
F -4.2171 0.0983 2.6815 0.145
O -3.9700 1.6022 -2.8278 -0.288
O 0.2604 2.3790 1.9988 -0.171
O -0.7578 3.0488 -0.2254 -0.154
O -0.4113 0.6228 0.4863 -0.341
O -2.2606 2.1124 1.5387 -0.253
O -4.5394 -1.9748 -0.1587 -0.254
O -5.8400 0.5174 -1.6165 -0.287
O -2.5393 -1.0804 0.9949 -0.361
N 1.3949 -1.1925 1.3211 0.013
N -3.4233 0.1925 -0.9056 -0.278
C 1.4121 -3.4875 -4.2818 -0.251
C 0.3297 3.5530 2.8080 -0.640
C 1.0116 3.0954 4.0934 -0.038
C -0.5894 2.0020 -2.4188 -0.020
C -4.8166 0.0674 1.5026 -0.662
C 1.4866 2.5086 -1.0918 -0.024
C 0.3016 -1.7449 -1.9350 -0.433
C 2.5019 -1.1912 0.5823 -0.078
C -0.5232 -4.9984 -2.3253 -0.232
C 1.4932 -0.9761 2.6161 -0.704
C 4.9729 -1.0136 0.2146 -0.045
C -4.3568 -0.9639 -3.2106 -0.659
C 1.2010 4.5749 2.0803 -0.037
C 0.0618 4.3681 -1.9667 -0.040
C 2.7005 -0.7413 3.2509 -0.095
C 0.0599 2.9473 -1.4144 -0.612
C 3.8491 -0.7515 2.4771 -0.027
C -1.0309 4.1637 3.1267 -0.049
C 2.3716 -4.1446 -1.3456 -0.220
C 3.7670 -0.9818 1.1113 -0.238
B 0.1219 -4.4440 1.9304 -1.253
H -0.5068 0.9685 -2.0926 0.048
H 0.4685 5.0617 -1.2271 0.069
H -1.6747 3.4416 3.6255 0.084
H -0.8764 5.0307 3.7756 0.080
H 3.2117 -3.4643 -1.5178 -0.004
H -1.6415 2.2585 -2.5485 0.071
H 2.1476 -4.1697 -0.2783 0.002
H 2.6739 -5.1488 -1.6528 0.010
H 5.0359 -1.9672 -0.3124 0.074
H 2.1740 4.1375 1.8490 0.080
H 4.8143 -0.5791 2.9413 0.108
H 0.6702 4.4215 -2.8719 0.080
H -1.2707 -4.8505 -3.1090 0.004
H 5.8913 -0.8763 0.7866 0.068
H 0.5812 -3.1968 -4.9288 0.002
H -0.9576 4.6729 -2.2072 0.087
H 2.0587 2.4453 -2.0203 0.087
H -1.0216 -5.0054 -1.3569 0.002
H 1.9727 3.2250 -0.4273 0.070
H -0.0805 2.0793 -3.3834 0.090
H 1.1752 3.9389 4.7692 0.078
H 2.3354 -1.3544 -0.4825 0.084
H 2.7267 -0.5614 4.3152 0.097
H 1.3514 5.4622 2.7011 0.079
H -0.4253 -1.4387 -2.7002 -0.105
H -0.0493 -5.9731 -2.4724 0.005
H 2.2073 -2.7485 -4.3982 0.000
H 1.9735 2.6357 3.8571 0.079
H 0.7215 4.8728 1.1471 0.068
H -1.5434 4.4827 2.2197 0.081
H 1.7835 -4.4612 -4.6130 -0.002
H 4.9190 -0.2263 -0.5395 0.081
H 0.3921 2.3497 4.5927 0.077
H 1.4850 1.5276 -0.6198 0.070
```

Its spin multiplicity is 1. The net charge is -2. The value obtained for the HOMO energy is -0.0644 Ha.


No. 2
A structure of composition C20H34BMoN11O6P2S. Source: the Open Molecules 2025 dataset; level of theory: the ωB97M-V functional and the def2-TZVPD basis.

```
76
Properties=species:S:1:pos:R:3:lowdin_spin:R:1
Mo 0.1476 0.3886 -0.2470 1.759
S 1.3874 0.4126 -4.4653 0.590
P 2.4323 -2.1613 0.1013 0.006
P 0.8836 -2.0448 -2.4555 0.018
O 2.4528 -2.7972 1.4124 0.002
O 3.8649 -2.0424 -0.6072 0.000
O 2.0711 -1.5969 -3.2586 0.206
O -0.1261 -2.9364 -3.2934 -0.002
O 1.8033 -0.7841 -0.1035 0.039
O 0.0229 -0.9303 -1.8524 0.046
N -1.8438 -0.9867 1.7177 0.002
N 0.8582 0.6394 1.7593 0.002
N -2.1140 0.1768 3.9866 0.000
N -1.2418 1.8378 0.6899 0.000
N 2.5036 -4.1266 -1.8120 0.002
N -0.7664 1.6719 -1.9954 -0.001
N 1.7489 1.7943 -0.9894 0.010
N -1.7947 1.4843 1.8798 0.002
N -3.4060 -0.2589 4.0762 0.000
N -1.3788 -0.9420 0.4350 0.013
N 0.1010 0.1973 2.8004 0.007
C 2.2005 0.2138 3.5023 0.001
C -3.8576 0.1803 5.2305 0.000
C 2.1355 0.6429 2.1973 0.002
C -2.8093 -1.9042 1.8140 0.030
C 1.5131 -3.1839 -1.1519 0.011
C 2.7461 1.3131 -2.0011 0.016
C -1.8003 0.9329 5.0886 0.000
C 0.4409 -4.0247 -0.4667 0.002
C -0.3003 1.0693 -4.4666 0.070
C 2.4808 1.4923 -3.4963 0.045
C 0.8856 -0.0779 3.8404 0.001
C -2.6038 2.4462 2.3224 0.010
C -2.1091 -1.8412 -0.2622 0.018
C -1.7270 3.0768 0.4270 0.007
C 1.1402 3.1164 -1.2658 0.006
C -2.5915 3.4921 1.4144 0.004
C -3.0054 -2.4793 0.5665 0.011
C -1.2497 1.0625 -3.2698 0.012
C -2.8849 0.9430 5.9144 0.000
C -0.0161 2.9455 -2.2349 0.002
B -1.4399 0.1713 2.6614 0.000
H 3.4369 1.2666 -3.9752 0.002
H -0.8449 1.4178 5.2014 0.000
H -4.8614 -0.0617 5.5415 0.000
H 0.9096 -4.7055 0.2454 0.001
H -0.1551 -4.5858 -1.1875 0.000
H -1.6260 1.9172 -1.5083 0.003
H 3.2291 -3.6017 -2.3149 0.001
H -1.5764 0.0512 -3.0568 0.001
H 4.5986 -2.2341 -0.0021 0.000
H -1.4432 3.6401 -0.4413 0.000
H -2.9726 1.4194 6.8752 0.000
H -3.1412 2.3288 3.2501 0.000
H 0.0868 -3.1001 -4.2225 0.000
H -0.2250 -3.3874 0.1104 0.000
H 2.3106 1.9194 -0.1494 0.004
H 2.9578 0.2688 -1.7882 0.000
H 0.3594 2.9309 -3.2476 0.001
H 2.9521 0.9164 1.5502 0.000
H -1.9446 -1.9909 -1.3140 0.000
H -0.7713 0.4651 -5.2458 -0.001
H 0.4696 -0.4546 4.7600 0.000
H 2.0367 -4.7694 -2.4593 0.000
H 3.6694 1.8752 -1.8362 -0.001
H -3.1317 4.4208 1.4704 0.000
H -3.7172 -3.2428 0.3059 0.000
H -2.1243 1.6246 -3.6096 -0.001
H 3.0741 0.1192 4.1226 0.000
H -3.3176 -2.0546 2.7505 0.001
H 2.9640 -4.7013 -1.0973 0.000
H 1.8721 3.8210 -1.6690 0.000
H 2.2401 2.5169 -3.7832 0.012
H -0.1876 2.0653 -4.9079 0.025
H 0.8026 3.5156 -0.3103 0.001
H -0.6831 3.8069 -2.2002 0.000
```

Its spin multiplicity is 4. The net charge is +3. The value obtained for the HOMO energy (spin up / spin down) is -0.5834 / -0.5836 Ha.


Here are the calculated energy above the lowest of the compared OMol25 structures with the same formula, charge and spin numbers, same order: 0.00 39.74 (kJ/mol).
Here are the calculated strongest force on any atom numbers, same order: 0.67 0.31 (eV/A).